# 1
Computed, not measured: one molecule with the formula C8H15NO at a distorted geometry, with ωB97M-V with the def2-TZVPD basis set.

Positions of all 25 atoms, in Å:
O (1.04364, 2.27923, 1.26300)
N (-0.06138, 0.53345, 2.12602)
C (-0.44507, -2.29771, -0.71245)
C (-1.72825, 0.48444, -0.17632)
C (0.29314, 1.34137, 1.09572)
C (1.56079, -1.87028, 0.67334)
C (0.66236, -0.11865, -0.95370)
C (-0.29932, 0.98668, -0.26901)
C (0.55575, -1.48833, -0.37528)
C (-0.24650, 2.23759, -1.14719)
H (-0.62740, -0.28550, 2.00125)
H (-2.18756, 0.47256, -1.16335)
H (1.68713, 0.25461, -0.88380)
H (2.47479, -2.20998, 0.18544)
H (1.81911, -1.02453, 1.30658)
H (0.36172, -0.14289, -2.00270)
H (-0.51433, -3.30198, -0.32745)
H (-1.76077, -0.56877, 0.17706)
H (-0.86214, 3.02466, -0.71522)
H (0.33876, 0.71802, 3.03102)
H (0.77332, 2.60837, -1.21328)
H (-2.32824, 1.11841, 0.47451)
H (-0.61380, 2.01822, -2.14728)
H (1.19597, -2.68673, 1.29706)
H (-1.09172, -2.08224, -1.54397)

Forces on atoms 1 to 3 (eV/Å):
O 0.24 0.20 -0.01
N -0.13 -0.11 0.29
C 0.70 -0.45 -0.45

The calculation puts the HOMO-LUMO gap at 10.14 eV. Its LUMO energy is 0.80 eV. Its net charge is 0. The value obtained for the largest force on an atom is 1.14 eV Å⁻¹. Its SMILES is C=C(C)CC(C)(C)C(N)=O.


# 2
Computed, not measured: one molecule with the formula C8H15NO2S2 at a distorted geometry, with ωB97M-V with the def2-TZVPD basis set.

Positions of all 28 atoms, in Å:
S (-2.97415, -1.21210, -0.00727)
S (-4.45462, 0.04336, -0.51869)
O (6.12459, 0.43562, -0.28108)
O (4.28443, -1.29539, 0.11785)
N (4.86087, 0.86182, 0.04706)
C (-0.57069, -0.37617, 0.83843)
C (0.03063, -0.08576, -0.56633)
C (-2.46921, 1.32820, 0.82778)
C (2.49298, 0.33186, 0.26125)
C (1.49139, -0.38289, -0.69143)
C (3.90576, -0.12080, 0.10235)
C (-3.25091, 1.44478, -0.49480)
C (-2.05491, -0.09809, 1.05790)
H (-1.60868, 2.05611, 0.82086)
H (-0.46161, -0.67646, -1.32620)
H (1.64556, -1.49994, -0.67564)
H (-3.14182, 1.70052, 1.57913)
H (2.25731, 0.02438, 1.30278)
H (-2.23414, -0.38865, 2.07491)
H (4.64276, 1.73240, -0.48083)
H (0.01289, 0.22814, 1.58234)
H (6.05419, -0.51017, -0.38494)
H (-0.24216, 0.93812, -0.81075)
H (-3.86215, 2.32089, -0.50446)
H (1.80002, -0.12877, -1.68771)
H (-2.59050, 1.48894, -1.36462)
H (-0.48205, -1.42210, 1.14529)
H (2.32220, 1.43510, 0.11073)

Forces on atoms 1 to 3 (eV/Å):
S 0.29 -1.46 -0.26
S 0.13 1.25 -0.21
O 0.99 1.06 0.03

The calculation puts the HOMO-LUMO gap at 8.70 eV. Its LUMO energy is 0.62 eV. Its net charge is 0. The value obtained for the largest force on an atom is 1.98 eV Å⁻¹. Its SMILES is O=C(CCCC[C@H]1CCSS1)NO.


# 3
Computed, not measured: one molecule with the formula C8H15NO2Si at a distorted geometry, with ωB97M-V with the def2-TZVPD basis set.

Positions of all 27 atoms, in Å:
Si (1.90936, 0.69946, -0.22926)
O (-2.46088, -0.57244, -1.72233)
O (-1.35151, 1.07809, -0.69600)
N (-1.25634, -1.08350, 0.14773)
C (-0.80561, -3.34851, 0.83030)
C (-0.82475, 1.45727, 0.53062)
C (-1.84761, 1.54718, 1.64366)
C (-1.76835, -0.27034, -0.81482)
C (2.34742, -1.05447, -0.99112)
C (0.41082, 0.58727, 0.86403)
C (-1.52426, -2.39609, 0.21610)
C (1.67068, 2.04171, -1.52789)
H (1.83909, 1.83262, -2.56003)
H (2.73893, 1.08087, 0.92482)
H (0.61367, 2.35502, -1.51409)
H (-2.43851, -2.75218, -0.32300)
H (-0.44248, 2.42694, 0.44692)
H (-1.71998, 2.46057, 2.16417)
H (3.42370, -1.11003, -0.96308)
H (-1.53943, 0.78966, 2.41254)
H (1.89135, -1.99436, -0.71122)
H (0.19017, -3.14363, 1.31596)
H (2.31818, 2.89092, -1.37220)
H (2.13572, -0.95753, -2.05083)
H (0.42666, 0.42394, 1.96845)
H (-2.85530, 1.36618, 1.21766)
H (-1.08074, -4.35463, 0.79292)

Forces on atoms 1 to 3 (eV/Å):
Si 0.20 -2.06 -1.04
O -1.37 -0.19 -1.62
O -0.38 -0.45 -0.79

The calculation puts the HOMO-LUMO gap at 6.01 eV. Its LUMO energy is -1.84 eV. Its net charge is 0. The value obtained for the largest force on an atom is 4.12 eV Å⁻¹.